No. 1
Computed, not measured: a cluster of 2 separate species, C3H7OS in total at a distorted geometry, with ωB97M-V with the def2-TZVPD basis set.

The geometry in XYZ format:
```
12
Properties=species:S:1:pos:R:3:forces:R:3:mulliken_charge:R:1
C 1.071 0.933 -0.114 -1.69 0.08 1.04 0.215
C -1.883 -1.345 -0.035 -0.43 0.21 0.58 -0.872
H 0.088 1.406 -0.169 0.17 0.25 -0.06 0.222
H -2.595 -2.146 0.155 -0.07 -0.24 -0.30 0.276
O 0.976 -0.394 -0.378 1.17 -0.20 -0.73 -0.514
H 3.057 0.895 0.364 -0.01 0.05 0.53 0.204
H -1.161 -1.414 0.775 0.26 0.05 0.03 0.242
H 2.191 2.451 0.904 -0.26 0.15 -0.29 0.275
S -2.743 0.266 -0.025 0.16 0.15 -0.15 -0.717
H 0.231 -0.602 -0.957 -0.21 0.38 0.35 0.341
C 2.138 1.473 0.457 0.93 -0.56 -0.74 -0.820
H -1.369 -1.524 -0.977 -0.03 -0.31 -0.27 0.148
```
Positions in Å, forces in eV/Å.

Frontier orbital gap (eV): 6.3
Total charge: -1
LUMO (eV): 3.945
Strongest force on any atom (eV/Å): 1.991
Spin multiplicity: 1
ΔE to the lowest compared entry with this formula, charge and spin (eV): 1.356
Energy (eV): -16106.9213
Highest occupied orbital energy (eV): -2.38

=====

No. 2
Computed, not measured: a structure of composition C37H34GeN4Os at a distorted geometry, with ωB97M-V with the def2-TZVPD basis set.

The geometry in XYZ format:
```
77
Properties=species:S:1:pos:R:3:forces:R:3:mulliken_charge:R:1
C -1.908 1.535 1.515 -0.30 0.05 0.66 1.189
C 3.617 -2.246 -0.529 -0.03 0.06 0.22 -0.928
C -0.723 1.253 2.410 -0.27 0.61 0.24 -1.279
H 1.788 1.080 2.146 -0.16 -0.16 0.05 0.348
C 2.177 -3.872 -5.589 0.09 -0.06 -0.04 -0.582
H 4.886 -2.851 1.100 0.09 -0.08 0.03 0.472
C 2.298 3.926 -5.578 0.11 0.19 -0.06 -0.597
H 2.535 -0.518 -5.591 0.02 0.04 -0.03 0.436
N -0.024 0.022 2.007 0.23 0.21 -0.02 0.000
H -1.477 -2.532 -1.668 -0.06 -0.05 -0.06 0.224
H -1.044 1.219 3.458 0.11 -0.01 -0.14 0.424
C -4.094 2.449 1.161 0.21 -0.07 -0.32 -0.431
C 0.993 3.689 -5.968 -0.26 0.01 -0.09 -0.603
C -4.285 -0.203 -5.880 -0.08 -0.03 0.06 -0.585
H -2.758 -4.569 -0.985 -0.02 -0.04 -0.13 0.503
C 2.194 -0.821 1.312 0.25 -0.24 0.65 1.249
H 2.858 1.105 -3.814 0.10 -0.04 0.04 0.422
H 3.578 -1.557 2.769 -0.02 0.05 0.08 0.447
H -2.568 1.431 -1.684 0.00 -0.08 0.08 0.571
C -4.172 -0.372 -4.509 -0.17 -0.05 0.03 -0.748
C -3.062 2.112 2.023 0.27 -0.12 -0.09 -0.934
H -3.233 0.049 -7.728 -0.03 -0.03 -0.12 0.432
C 2.501 -1.505 -0.870 0.10 -0.04 -0.70 0.017
N -1.120 -1.929 0.257 0.33 0.69 0.11 0.207
H 0.460 4.413 -6.565 0.01 0.12 -0.06 0.428
N -1.756 1.267 0.201 -0.12 0.11 0.20 -0.079
C 0.038 0.766 -2.109 0.15 -0.13 1.24 -1.259
C -2.510 -4.152 1.113 0.13 0.18 -0.05 -0.420
Ge 0.047 0.078 -3.930 0.36 -0.28 -1.95 1.850
C 1.022 1.602 -4.802 -1.09 -1.08 0.65 0.000
C 1.004 -1.591 -4.543 -0.56 1.09 1.06 0.451
H -2.826 -0.478 -2.838 -0.08 0.01 0.10 0.323
C 3.292 -1.556 1.728 -0.24 0.18 -0.05 -0.932
H 0.291 1.832 -2.170 -0.03 -0.07 -0.20 0.754
C -1.782 -0.197 -4.686 0.95 0.37 0.62 0.353
C -3.922 2.201 -0.194 0.09 -0.06 0.16 -0.966
C -0.670 -1.181 2.559 -0.37 -0.64 0.23 -1.228
H -2.074 -3.438 3.088 0.01 0.02 0.11 0.537
H 0.052 -1.744 3.164 -0.04 0.17 -0.05 0.536
H -5.260 -0.178 -6.342 -0.09 -0.01 -0.03 0.407
H -4.997 2.909 1.532 -0.06 0.01 0.03 0.467
H 1.648 -0.240 3.312 -0.01 0.05 -0.14 0.417
C 4.022 -2.281 0.798 -0.22 0.15 -0.29 -0.444
N 1.794 -0.799 0.021 0.31 -0.08 0.26 0.015
H -5.059 -0.493 -3.906 -0.10 -0.04 0.04 0.444
H -1.009 -0.009 -6.678 0.03 0.06 -0.07 0.560
H -3.056 -5.018 1.454 -0.04 -0.07 0.01 0.462
H 3.583 -2.535 -6.503 0.08 -0.04 -0.10 0.446
C 1.069 -3.978 -4.766 -0.19 -0.15 0.09 -0.763
H -1.479 -0.888 3.238 0.18 0.06 -0.05 0.551
H 4.159 -2.784 -1.290 -0.03 -0.03 -0.13 0.508
H -0.038 2.105 2.310 -0.01 -0.21 0.03 0.333
C -1.641 -2.779 -0.628 -0.15 -0.26 -0.30 0.150
H -4.684 2.465 -0.907 -0.03 -0.01 -0.13 0.479
C -1.963 -3.268 2.028 0.14 0.23 -0.19 -1.096
C -1.898 -0.094 -6.066 0.07 0.06 0.00 -0.692
C 2.337 1.826 -4.433 0.20 0.13 0.08 -0.320
C 0.345 2.526 -5.576 0.17 0.22 -0.14 -0.484
H -0.680 2.355 -5.872 -0.10 0.02 0.00 0.423
H 0.656 -4.948 -4.533 -0.04 -0.13 -0.05 0.441
H 2.612 -4.757 -6.026 0.09 -0.12 0.01 0.427
H 2.781 4.854 -5.845 0.06 0.04 -0.11 0.405
C 1.424 0.052 2.278 0.64 0.11 0.34 -1.249
H 4.002 3.162 -4.521 0.12 0.06 -0.03 0.411
H 2.158 -1.447 -1.896 -0.04 -0.05 -0.04 0.523
C -2.345 -3.904 -0.245 0.06 0.12 0.07 -1.026
C 2.124 -1.488 -5.350 0.21 0.10 -0.03 -0.537
C -2.921 -0.364 -3.913 0.09 0.12 0.01 0.159
Os -0.031 0.147 -0.189 -0.84 -0.64 -1.36 0.874
H -3.147 2.308 3.080 0.05 -0.02 0.11 0.453
C 0.474 -2.839 -4.251 0.23 -0.12 0.05 -0.141
C -3.148 -0.075 -6.660 -0.02 -0.07 -0.10 -0.737
C 2.982 2.986 -4.827 0.06 -0.09 0.15 -0.763
H -0.406 -2.925 -3.628 -0.16 -0.07 -0.01 0.149
C -1.269 -2.153 1.560 -0.18 -0.29 0.22 0.741
C -2.748 1.611 -0.630 -0.13 0.19 -0.58 0.123
C 2.715 -2.627 -5.869 0.00 -0.01 -0.10 -0.719
```
Positions in Å, forces in eV/Å.

Frontier orbital gap (alpha / beta) (eV): 6.7 / 5.4
Total charge: +2
LUMO (alpha / beta) (eV): -5.893 / -7.597
<S²>: 6.014
Strongest force on any atom (eV/Å): 1.999
Spin multiplicity: 5
Energy (eV): -103847.6809
Highest occupied orbital energy (alpha / beta) (eV): -12.60 / -13.03